[1]
Here is a 2-piece molecular cluster, C7H9NS overall from the Open Molecules 2025 dataset. Energies are from ωB97M-V with the def2-TZVPD basis set.

```
18
Properties=species:S:1:pos:R:3:lowdin_charge:R:1
S -0.02691 2.53273 -0.28184 0.883
N 1.00043 -1.23733 -0.04618 0.016
C -0.15578 -0.61131 1.69007 -0.109
C 0.83808 -0.22737 0.83743 -0.186
C 1.46521 2.50884 -1.23999 -0.399
C -1.11527 1.34944 -0.56029 -0.467
C 0.05795 -2.18913 0.05733 -0.153
C -1.82306 0.28497 -0.76737 -0.017
C -0.66085 -1.85575 1.19891 -0.125
H -1.44478 -0.71249 -0.55957 0.034
H 1.24721 2.60612 -2.33299 -0.011
H 1.94606 3.36160 -0.84815 -0.078
H 0.09234 -3.02378 -0.62411 0.114
H -1.29869 -2.48879 1.78368 0.090
H 1.80938 -1.31847 -0.63984 0.159
H 1.41269 0.63340 0.79905 0.057
H -0.50909 -0.13842 2.62930 0.117
H -2.83490 0.52575 -1.09544 0.076
```

HOMO (alpha / beta)	-7.30 / -7.48	eV
LUMO (alpha / beta)	-0.33 / -0.19	eV
gap between HOMO and LUMO (alpha / beta)	7.0 / 7.3	eV
2S+1	1
relative energy (zero: lowest compared OMol25 entry of this formula, charge and spin)	446.4	kJ/mol


[2]
Here is one molecule with the formula C7H9P from the Open Molecules 2025 dataset. Energies are from ωB97M-V with the def2-TZVPD basis set.

```
17
Properties=species:S:1:pos:R:3:lowdin_charge:R:1
P 1.65265 1.11701 2.81073 0.861
C 0.01644 -0.35047 0.67209 -0.338
C 1.23719 0.60599 -1.21383 -0.144
C -0.18607 0.07050 -1.69225 -0.184
C -0.76491 -0.72760 -0.56196 -0.175
C 1.10287 0.27381 0.26871 -0.037
C -0.40640 -0.57142 2.02462 -0.183
C 0.24634 -0.04213 3.01700 -0.446
H -0.48756 -1.81516 -0.65218 0.131
H 1.22491 1.87098 1.71619 -0.178
H -1.15168 -1.24329 2.28927 0.087
H 1.50229 1.60497 -1.56537 0.103
H -0.06041 -0.38081 -2.72109 0.125
H 0.14189 -0.23334 4.11504 0.056
H 1.96312 -0.11140 -1.64278 0.101
H -0.85427 0.89048 -1.75668 0.088
H -1.85308 -0.62594 -0.26182 0.134
```

HOMO (alpha / beta)	-8.34 / -7.86	eV
LUMO (alpha / beta)	-0.69 / -0.34	eV
gap between HOMO and LUMO (alpha / beta)	7.6 / 7.5	eV
2S+1	1
relative energy (zero: lowest compared OMol25 entry of this formula, charge and spin)	333.8	kJ/mol


[3]
Here is one molecule with the formula C7HClN4 from the Open Molecules 2025 dataset. Energies are from ωB97M-V with the def2-TZVPD basis set.

```
13
Properties=species:S:1:pos:R:3:lowdin_charge:R:1
Cl 0.76797 -2.12084 -0.00005 0.841
N 0.65922 2.99960 0.00000 0.212
N 3.79620 0.01979 -0.00020 0.213
N -2.24597 -1.19039 2.10686 0.212
N -2.24609 -1.19005 -2.10693 0.212
C -1.76345 -0.73375 1.18134 -0.193
C -1.76347 -0.73353 -1.18139 -0.193
C -1.13470 -0.15711 0.00002 -0.290
C 2.67271 0.23420 0.00069 -0.198
C 1.28231 0.51485 -0.00015 -0.241
C 0.34639 -0.46072 -0.00008 -0.553
C 0.93831 1.88920 -0.00023 -0.177
H -1.30941 0.92874 0.00013 0.157
```

HOMO	-11.39	eV
LUMO	-1.86	eV
gap between HOMO and LUMO	9.5	eV
SMILES	N#CC(C#N)=C(Cl)C(C#N)C#N
2S+1	1


[4]
Here is a 20-piece molecular cluster, C80H140N20 overall from the Open Molecules 2025 dataset. Energies are from ωB97M-V with the def2-TZVPD basis set.

```
240
Properties=species:S:1:pos:R:3:lowdin_charge:R:1
N 1.48087 2.34807 2.30941 0.187
N -6.04645 -0.84328 -0.39783 0.163
N 0.84317 -7.42754 -1.71331 0.154
N 3.15693 4.42060 -4.28380 0.171
N 0.13400 8.22944 -4.75934 0.151
N 1.99790 -8.43550 6.82889 0.132
N -0.53345 1.21796 6.61586 0.149
N -4.54062 5.62916 -4.08714 0.152
N -7.67248 3.11849 -3.24622 0.143
N -0.37241 -6.74959 1.91050 0.155
N -5.03637 1.11824 2.76884 0.207
N 5.14386 1.40391 0.22651 0.166
N -7.08418 3.59676 1.36541 0.138
N -2.21517 -8.88757 3.61301 0.187
N 3.81882 1.83687 -7.26303 0.163
N 3.09722 -6.47142 3.37056 0.180
N -3.08950 -1.07083 -2.01002 0.201
N 4.95770 0.56750 -3.91769 0.171
N -0.69419 -2.02997 1.13968 0.187
N 2.32774 5.74457 3.65792 0.170
C 2.12507 -10.91917 2.80035 -0.113
C 2.50505 -4.13815 2.32565 -0.192
C -0.02553 5.82523 2.51222 -0.160
C 6.30897 -1.07540 -2.38809 -0.183
C 0.16238 -7.09503 5.42770 -0.185
C 6.48711 4.92343 -4.26854 -0.253
C 1.09047 7.55225 -2.41326 -0.194
C -3.76503 -3.12827 1.13446 -0.226
C 0.88766 -9.07409 1.62300 -0.186
C 4.76767 1.85286 3.75273 -0.202
C -0.25171 -0.40514 4.58848 -0.175
C -2.17829 5.16781 -5.26120 -0.156
C -1.00049 4.65962 -4.37054 -0.222
C -0.87416 0.53127 0.51521 -0.175
C -3.52869 5.40074 -4.60816 -0.190
C 3.59463 2.92627 3.70839 -0.188
C -3.74409 -7.68419 5.33765 -0.166
C 7.94064 4.77233 -4.70904 -0.100
C -4.18120 2.02482 5.08211 -0.179
C 2.16594 -1.33387 -5.96823 -0.087
C -0.23587 -4.13008 -3.27110 -0.084
C 1.20642 -7.82588 6.23009 -0.216
C -6.28780 3.17356 0.63653 -0.239
C -4.25126 -1.68014 1.33878 -0.210
C -3.99754 3.51295 5.13726 -0.236
C -1.30097 3.36831 -3.54265 -0.090
C 1.27861 5.76858 3.15154 -0.218
C -4.17045 1.57917 -3.82549 -0.106
C 5.50698 4.67156 -5.42398 -0.172
C 0.56819 7.94103 -3.71586 -0.230
C 0.24438 -5.01385 -0.93723 -0.199
C -6.07726 2.55848 -5.31358 -0.174
C 4.06658 -2.31671 -1.74696 -0.082
C 2.99255 1.60576 -6.54189 -0.265
C 0.17768 -7.77820 1.76015 -0.220
C -2.89155 -8.35957 4.36240 -0.238
C 2.85080 -5.43272 2.94476 -0.206
C 0.09052 1.03687 -0.55912 -0.251
C -2.75063 -1.24852 4.46881 -0.078
C 2.42590 2.59140 2.92939 -0.228
C -3.76858 -1.87855 -2.46012 -0.229
C 0.15454 0.37492 -1.94579 -0.094
C 2.44000 8.22981 -2.03632 -0.240
C 4.19302 4.55739 -4.81680 -0.224
C 1.24149 -0.07050 -5.90895 -0.240
C -0.36018 7.27197 2.03026 -0.238
C 4.73925 -3.14210 1.97777 -0.097
C 5.50055 -1.83703 -1.30946 -0.234
C 0.18907 -5.07417 7.05745 -0.086
C 0.56274 -6.36545 -1.40459 -0.247
C -4.61828 -2.93768 -3.01089 -0.168
C -4.87554 -2.80284 -4.54874 -0.208
C -0.79131 -0.90636 0.87156 -0.190
C 0.59874 7.97791 1.10071 -0.116
C 4.49804 2.07971 -0.45584 -0.181
C 1.21308 -9.74522 2.94619 -0.296
C 3.34421 -2.88668 2.54542 -0.255
C 4.18307 0.41070 3.94051 -0.106
C -3.57784 -2.71010 -5.42040 -0.095
C 5.52882 -0.16942 -3.22227 -0.221
C -3.36644 -6.22423 5.59762 -0.214
C -3.92559 3.21237 -0.16816 -0.254
C -0.42827 0.47318 5.74199 -0.229
C -3.05288 4.10276 4.04226 -0.087
C -4.62950 1.52130 3.75148 -0.195
C -1.22936 -1.62950 4.52272 -0.227
C 0.55685 -3.89992 -1.93145 -0.224
C 4.28771 5.15088 0.11690 -0.095
C -5.02867 1.46410 -5.10539 -0.237
C 1.88016 1.27587 -5.66986 -0.209
C 3.63245 7.75874 -2.83376 -0.112
C -5.32936 2.63313 -0.31478 -0.200
C -7.00663 2.84497 -4.14342 -0.205
C -3.40561 -5.31107 4.34508 -0.094
C 3.19866 4.32856 -0.58289 -0.228
C -3.71520 4.71421 -0.48519 -0.092
C 0.24169 -5.57275 5.60278 -0.258
C 3.71995 3.03606 -1.27284 -0.180
C -5.24218 -1.18810 0.37559 -0.238
C -4.87680 -4.24390 1.13259 -0.090
H 0.45157 -0.67265 -1.89610 0.053
H 1.58761 -2.25256 -6.06639 0.060
H 1.74405 -8.99983 3.53828 0.081
H -4.39269 1.40250 -5.98847 0.105
H -5.75674 2.70126 -1.31518 0.088
H 2.54383 -4.30080 1.24855 0.096
H 3.26592 3.13981 4.72547 0.119
H 0.28304 -2.95643 -1.45929 0.074
H 0.27885 -7.29324 4.36222 0.064
H -0.68357 -5.46314 7.58215 0.069
H -1.54610 2.54949 -4.21907 0.063
H -0.76830 -7.51258 5.81188 0.088
H 3.68597 -2.98538 -0.97488 0.046
H -2.91792 -0.65588 5.36819 0.060
H -2.27718 4.38548 -6.01372 0.107
H -5.56761 -2.93669 -2.47528 0.106
H -3.48905 2.95133 0.79589 0.079
H -4.64752 1.20026 -2.92164 0.058
H 3.77772 6.68152 -2.75253 0.038
H 0.33503 7.92121 -1.71951 0.099
H -0.58127 -5.20141 4.99209 0.081
H 4.08060 3.81776 3.31192 0.091
H 5.17442 -3.95482 2.55934 0.079
H 2.82307 2.64379 -1.75225 0.095
H 8.62963 5.01635 -3.90042 0.071
H 4.98760 4.57771 0.72495 0.067
H -4.24953 -3.92199 -2.72236 0.116
H 0.29880 -10.09350 3.42670 0.098
H -3.43111 -2.09871 4.51569 0.065
H -3.04165 -3.24041 0.32684 0.079
H 1.58587 -3.85791 -2.28845 0.091
H -3.58084 -8.38610 6.15543 0.121
H -4.86982 1.65915 5.84381 0.128
H -3.41501 -0.98384 1.40160 0.072
H -4.52230 -5.26381 1.28163 0.064
H 5.68259 3.68611 -5.85544 0.112
H -3.97515 -5.79428 6.39305 0.111
H 2.26203 1.33068 -4.65041 0.085
H -0.58096 1.05037 1.42773 0.074
H -0.98971 -2.23945 3.65172 0.066
H -3.70035 -2.91210 -6.48449 0.070
H 1.06246 0.89517 -0.08651 0.085
H 0.08227 -3.53753 -4.12887 0.054
H -0.21593 -5.14326 -3.67256 0.073
H 3.91584 0.02128 2.95815 0.046
H -5.52767 0.49811 -5.02809 0.090
H 2.26462 9.30544 -2.01738 0.118
H 3.59074 8.04689 -3.88415 0.080
H -5.62429 3.50788 -5.59914 0.089
H -2.81042 -3.43314 -5.14401 0.058
H 5.50717 -1.19033 -0.43205 0.066
H 2.64397 7.91434 -1.01310 0.083
H 1.47777 -3.90354 2.60451 0.104
H -3.26764 2.71128 -0.87816 0.076
H -1.89528 0.74833 0.20170 0.098
H 0.38779 -0.28740 -5.26688 0.096
H -5.16910 1.55978 -0.21310 0.071
H -5.39729 -3.66766 -4.95857 0.104
H 0.91926 7.27293 0.33366 0.049
H -2.65189 4.93594 -0.57628 0.058
H 2.28313 -11.37888 3.77594 0.080
H 0.11931 8.87805 0.71600 0.087
H -4.76364 -1.53940 2.29050 0.095
H 1.13424 -5.22049 5.08569 0.084
H -2.38637 -6.07485 6.05067 0.067
H 3.29325 0.37544 4.56905 0.065
H 3.87262 5.94369 0.73921 0.062
H 1.81097 -8.90010 1.07046 0.117
H -0.81105 -4.98770 -0.66615 0.115
H -5.44117 -1.88139 -4.68691 0.089
H 2.78560 -1.47662 -5.08293 0.049
H -3.86085 2.60466 -3.62394 0.042
H 2.66684 4.94163 -1.31050 0.079
H 6.28688 4.24806 -3.43674 0.103
H 0.02230 -3.99763 7.09434 0.058
H 3.36125 -2.62737 3.60399 0.106
H -3.18148 -1.71009 -5.24436 0.056
H -0.00850 2.11436 -0.69068 0.097
H -3.31719 0.92777 -4.01452 0.049
H -3.07274 3.66885 3.04255 0.056
H 4.28175 3.28718 -2.17252 0.075
H 1.00570 0.79202 -2.48399 0.052
H 1.54093 8.25767 1.57199 0.079
H 1.18454 6.46758 -2.36100 0.099
H -0.42843 7.91519 2.90758 0.113
H 2.51434 3.99361 0.19660 0.079
H -3.23978 5.17533 3.98984 0.072
H 1.10704 -5.35918 7.57145 0.077
H -2.09302 3.53087 -2.81166 0.047
H 4.96522 -0.26873 4.27923 0.070
H 7.14171 -0.55113 -1.91929 0.120
H -3.65039 3.85575 6.11198 0.113
H -5.56568 -4.14850 1.97190 0.065
H -2.77872 -4.42774 4.46680 0.046
H -0.20956 4.41761 -5.08045 0.095
H 6.77536 -1.70324 -3.14730 0.119
H 8.09855 3.72582 -4.96980 0.078
H -0.46186 0.13899 3.66769 0.090
H -6.78947 2.28588 -6.09239 0.107
H 3.08787 -10.64689 2.36795 0.078
H -4.32832 5.31787 0.18399 0.071
H -2.98539 -5.70782 3.42090 0.062
H -2.05227 3.99530 4.46099 0.062
H -5.00194 3.92811 5.05398 0.111
H 0.79871 -0.03336 -6.90427 0.105
H -4.77806 -7.82638 5.02334 0.124
H 8.26053 5.44773 -5.50251 0.077
H -4.39340 -4.96715 4.03834 0.065
H 4.69692 -3.51605 0.95480 0.055
H 2.87832 -1.25228 -6.78918 0.070
H -2.95475 -0.64877 3.58183 0.042
H 1.10587 2.03665 -5.76876 0.108
H 4.18001 -2.69223 -2.76392 0.073
H 0.74055 -0.85202 4.52671 0.109
H 0.24471 -9.74184 1.04957 0.123
H -0.83036 5.52414 3.18282 0.091
H -1.24948 -3.78191 -3.07244 0.049
H 2.95207 -2.00159 2.04448 0.099
H 4.55721 8.14950 -2.40923 0.076
H -0.99546 -2.20610 5.41766 0.091
H -1.32665 7.23281 1.52775 0.108
H -1.84818 6.08235 -5.75389 0.102
H -3.21059 -3.39439 2.03439 0.073
H 6.27340 5.92860 -3.90514 0.103
H 4.90519 5.68124 -0.60804 0.062
H -0.79002 0.48273 -2.47898 0.051
H 5.26526 1.86420 2.78300 0.064
H -4.14020 5.01952 -1.44136 0.045
H 6.13465 -2.65369 -0.96437 0.102
H 0.10127 5.12214 1.68901 0.109
H 0.86361 -4.91378 -0.04580 0.080
H -0.42335 3.08261 -2.96278 0.053
H 5.38493 -2.26521 2.02536 0.072
H 1.71281 -11.64929 2.10388 0.076
H 3.29139 -1.56402 -1.89060 0.059
H -3.25393 1.45987 5.17758 0.078
H 5.43258 5.40307 -6.22863 0.131
H -0.60484 5.45471 -3.73858 0.073
H 5.51478 2.08625 4.51132 0.103
H -5.47371 -4.21296 0.22108 0.057
```

HOMO	-10.58	eV
LUMO	0.21	eV
gap between HOMO and LUMO	10.8	eV
2S+1	1
relative energy (zero: lowest compared OMol25 entry of this formula, charge and spin)	120.0	kJ/mol